Entry 1:
The following is a quantum chemistry calculation of a cluster of 2 separate species, C10H21N2O5 in total, from OMol25.

```
38
Properties=species:S:1:pos:R:3:nbo_charge:R:1
C -2.786 0.066 1.344 -0.629
C -1.962 0.362 0.095 0.075
O -1.031 -0.710 -0.061 -0.735
C -1.236 1.722 0.123 -0.096
O 0.040 1.633 0.732 -0.537
C 0.111 2.055 2.059 0.390
C 1.478 1.657 2.626 -0.524
C 1.354 1.143 4.047 0.138
N 0.930 -0.011 4.368 -0.585
O -0.043 3.480 2.106 -0.562
C -0.913 3.921 3.065 0.649
O -0.557 4.461 4.063 -0.494
H -3.476 -0.761 1.171 0.225
H -3.365 0.950 1.630 0.213
H -2.117 -0.179 2.173 0.217
H -2.637 0.393 -0.775 0.157
H -0.249 -0.403 -0.532 0.476
H -1.871 2.465 0.621 0.188
H -1.074 2.086 -0.897 0.189
H -0.699 1.600 2.645 0.155
H 1.908 0.876 1.993 0.235
H 2.120 2.540 2.590 0.246
H 1.622 1.836 4.851 0.185
H 0.721 -0.565 3.532 0.317
H -1.973 3.782 2.806 0.108
C 1.587 -1.106 -4.322 -0.752
C 1.078 -1.772 -3.092 0.727
O 1.062 -1.377 -1.980 -0.441
N 0.452 -3.159 -3.275 -0.581
C 1.492 -4.251 -3.314 -0.419
H 2.521 -0.603 -4.081 0.292
H 1.746 -1.800 -5.146 0.242
H 0.855 -0.356 -4.628 0.290
H -0.120 -3.192 -4.121 0.441
H -0.147 -3.281 -2.452 0.462
H 2.198 -4.034 -4.111 0.236
H 0.991 -5.195 -3.504 0.251
H 1.991 -4.271 -2.350 0.250
```

As for the net charge: +1.

---

Entry 2:
The following is a quantum chemistry calculation of a structure of composition C10H21N8O2PtSe, from OMol25.

```
43
Properties=species:S:1:pos:R:3:nbo_charge:R:1
Pt -0.349 2.111 -0.037 0.845
N 0.683 3.872 0.004 -0.742
C -0.131 5.012 0.515 -0.224
C -1.419 5.156 -0.271 -0.553
C -2.467 4.059 -0.062 0.787
O -3.604 4.241 -0.415 -0.587
O -2.058 2.955 0.541 -0.788
H 1.518 3.747 0.571 0.411
H 1.011 4.081 -0.937 0.406
H 0.462 5.925 0.450 0.212
H -0.342 4.812 1.564 0.221
H -1.216 5.234 -1.343 0.234
H -1.906 6.093 0.002 0.263
N -2.072 -2.409 -0.122 -0.551
C -2.398 -1.554 -1.298 -0.243
C -1.466 -0.355 -1.314 -0.258
N -1.532 0.415 -0.052 -0.570
C -1.259 -0.452 1.116 -0.259
C -2.190 -1.654 1.158 -0.244
H -1.052 -2.746 -0.197 0.478
H -2.671 -3.232 -0.106 0.428
H -3.445 -1.255 -1.230 0.219
H -2.258 -2.148 -2.199 0.247
H -1.729 0.306 -2.138 0.250
H -0.435 -0.679 -1.452 0.248
H -2.457 0.843 0.056 0.428
H -1.384 0.138 2.021 0.249
H -0.221 -0.779 1.049 0.246
H -3.230 -1.351 1.288 0.220
H -1.910 -2.319 1.972 0.247
Se 3.280 -0.458 -2.079 -0.226
C 2.066 0.485 -1.184 0.173
N 1.238 1.086 -0.630 -0.651
N 4.095 -2.925 0.183 -0.792
C 3.663 -4.123 0.586 0.665
N 4.549 -5.004 1.067 -0.762
N 2.395 -4.506 0.585 -0.645
C 1.429 -3.730 0.225 0.591
N 0.481 -3.117 -0.060 -0.649
H 5.081 -2.730 0.141 0.408
H 3.506 -2.297 -0.357 0.437
H 5.538 -4.845 1.030 0.408
H 4.208 -5.903 1.359 0.426
```

As for the net charge: +1. The energy relative to the best compared isomer or geometry (same formula, charge and spin) is 0.0 kcal per mole.

---

Entry 3:
The following is a quantum chemistry calculation of the molecule C10H21NO3S at a distorted geometry, from OMol25.

```
36
Properties=species:S:1:pos:R:3:nbo_charge:R:1
O 3.367 0.093 2.504 -0.968
O 2.715 -2.207 2.849 -0.924
O 1.542 1.100 0.072 -0.576
N 3.109 -1.254 0.553 -1.058
C 1.441 2.500 0.311 -0.241
C -2.801 0.729 -1.491 -0.594
C -2.248 -1.189 -2.983 -0.601
C -0.387 0.131 -1.870 -0.404
C -1.466 -1.154 -0.468 -0.420
C -1.833 -0.361 -1.756 -0.031
C -0.066 -0.615 -0.564 -0.238
C 0.318 0.278 3.091 -0.615
C 0.434 0.301 0.568 0.128
C 0.767 -0.507 1.854 -0.498
S 2.505 -0.978 2.073 2.253
H 2.791 -0.458 0.006 0.403
H 4.105 -1.151 0.696 0.401
H 1.790 2.713 1.358 0.184
H 2.107 3.003 -0.392 0.200
H 0.438 2.865 0.183 0.170
H -2.384 1.368 -0.739 0.196
H -3.784 0.311 -1.155 0.211
H -2.933 1.291 -2.391 0.210
H -3.042 -1.880 -2.666 0.207
H -1.410 -1.798 -3.356 0.208
H -2.616 -0.563 -3.816 0.211
H -0.298 1.218 -1.822 0.201
H 0.221 -0.210 -2.754 0.217
H -1.994 -0.858 0.465 0.199
H -1.488 -2.252 -0.504 0.221
H 0.653 -1.417 -0.753 0.220
H -0.686 0.648 3.005 0.219
H 0.979 1.142 3.243 0.232
H 0.385 -0.345 4.002 0.233
H -0.439 0.932 0.752 0.187
H 0.205 -1.427 1.894 0.255
```

The energy relative to the best compared isomer or geometry (same formula, charge and spin) is 10.6 kcal per mole. The SMILES is CO[C@@H](C1CC(C)(C)C1)[C@H](C)S(N)(=O)=O.

---

Entry 4:
The following is a quantum chemistry calculation of a structure of composition C10H22 at a distorted geometry, from OMol25.

```
32
Properties=species:S:1:pos:R:3:nbo_charge:R:1
C 2.634 -1.095 -0.652 -0.435
C 2.577 -0.953 0.859 -0.444
C 2.546 0.586 1.020 -0.416
C 2.611 1.345 -0.327 -0.405
C 1.925 0.188 -1.164 -0.403
C -2.210 -0.116 0.004 -0.066
C -3.665 0.180 -0.321 -0.618
C -2.017 -0.345 1.445 -0.629
C -1.579 1.425 -0.289 -0.632
C -1.482 -1.267 -0.817 -0.642
H 3.688 -1.303 -0.917 0.212
H 2.083 -1.731 -1.236 0.216
H 3.410 -1.182 1.682 0.223
H 1.658 -1.267 1.538 0.214
H 3.177 0.966 1.881 0.201
H 1.591 1.015 1.105 0.196
H 3.663 1.378 -0.619 0.196
H 2.032 2.255 -0.335 0.210
H 2.332 0.171 -2.230 0.218
H 0.820 0.091 -0.995 0.220
H -4.118 -0.996 -0.672 0.210
H -4.142 0.604 0.728 0.246
H -3.358 0.958 -1.471 0.220
H -0.950 -0.083 1.674 0.212
H -2.577 0.314 2.196 0.214
H -2.200 -1.345 1.604 0.204
H -0.510 1.359 0.113 0.191
H -2.009 2.279 0.272 0.214
H -1.632 1.753 -1.369 0.207
H -1.617 -1.291 -1.978 0.233
H -0.531 -1.775 -0.621 0.238
H -2.150 -2.118 -0.106 0.197
```

The energy relative to the best compared isomer or geometry (same formula, charge and spin) is 169.0 kcal per mole.

---

Entry 5:
The following is a quantum chemistry calculation of a structure of composition C10H22Al2Br2ClCsF11MgNO7PS2 at a distorted geometry, from OMol25.

```
61
Properties=species:S:1:pos:R:3:mulliken_charge:R:1
C 2.336 1.939 -2.059 -1.096
C 1.585 0.546 -2.226 -0.866
P 0.469 0.189 -0.719 1.321
C -0.571 -1.121 -1.640 0.040
C -1.950 -0.543 -2.185 0.240
O -2.950 -0.740 -1.105 -0.428
C -3.524 0.563 -0.854 0.413
O -3.179 1.259 0.109 -0.517
C -4.584 1.025 -1.931 -0.282
C -4.701 2.611 -1.833 -0.832
H 2.283 2.522 -3.003 0.333
H 1.869 2.578 -1.279 0.255
H 3.419 1.785 -1.866 0.329
H 2.347 -0.288 -2.255 0.452
H 1.044 0.599 -3.187 0.439
H -0.466 1.315 -1.129 -0.335
H -0.416 -0.031 0.435 -0.110
H 1.381 -0.917 -0.273 -0.343
H 1.264 1.061 0.118 -0.091
H -0.880 -1.951 -0.879 -0.057
H 0.023 -1.679 -2.432 0.267
H -2.283 -1.108 -3.089 0.060
H -1.858 0.539 -2.467 -0.112
H -5.564 0.542 -1.760 0.387
H -4.205 0.783 -2.946 0.289
H -5.255 2.967 -2.719 0.354
H -3.656 2.991 -1.828 0.107
H -5.230 2.837 -0.890 0.258
Al -0.044 -3.091 -3.652 0.476
Br 0.335 1.661 1.949 -0.535
F 3.569 7.584 -1.716 -0.444
Al 3.834 5.867 -1.937 0.759
F 5.485 5.591 -2.434 -0.436
F 2.719 5.256 -3.158 -0.329
F 3.534 5.029 -0.423 -0.417
Mg 0.043 -2.045 0.322 0.457
Br -0.666 2.442 -2.694 -0.504
Cl 2.952 1.911 2.469 -0.253
Cs -1.787 3.233 0.931 1.168
F 3.538 3.960 -4.659 -0.468
C -3.028 9.027 1.474 -0.462
O -2.098 8.258 2.227 -0.491
H -3.451 8.394 0.696 0.171
H -3.833 9.385 2.123 0.243
H -2.524 9.878 1.009 0.246
H -1.736 8.831 2.906 0.293
C 1.137 -5.128 2.411 0.723
F 0.246 -4.112 2.344 -0.244
F 1.331 -5.544 1.149 -0.247
F 2.293 -4.597 2.806 -0.229
S 0.561 -6.472 3.510 0.911
O -0.671 -6.919 2.898 -0.646
O 0.420 -5.837 4.800 -0.632
N 1.821 -7.410 3.318 -0.273
S 1.765 -8.769 4.141 0.996
O 0.792 -9.741 3.695 -0.642
O 1.910 -8.649 5.575 -0.637
C 3.371 -9.433 3.572 0.664
F 4.390 -8.627 3.895 -0.237
F 3.409 -9.579 2.240 -0.241
F 3.633 -10.626 4.102 -0.214
```

As for the net charge: -1.

---

Entry 6:
The following is a quantum chemistry calculation of a structure of composition C10H22AsN4PtS2 at a distorted geometry, from OMol25.

```
40
Properties=species:S:1:pos:R:3:nbo_charge:R:1
Pt 0.324 -0.515 -0.648 0.587
N 0.706 -1.950 -2.303 -0.812
C 2.155 -2.189 -2.377 -0.236
C 2.840 -0.861 -2.285 -0.239
N 2.475 -0.231 -1.001 -0.809
H 0.180 -2.814 -2.258 0.408
H 0.373 -1.443 -3.118 0.409
H 2.445 -2.705 -3.292 0.219
H 2.443 -2.810 -1.528 0.205
H 2.477 -0.218 -3.088 0.214
H 3.917 -0.976 -2.398 0.220
H 2.633 0.769 -1.037 0.409
H 3.014 -0.598 -0.224 0.405
C -2.376 4.779 0.033 -0.657
C -1.650 3.710 -0.727 0.291
C -0.529 4.005 -1.505 -0.312
C 0.127 2.948 -2.093 0.074
N -0.297 1.686 -1.967 -0.553
C -1.417 1.504 -1.245 0.270
S -1.935 -0.193 -1.094 -0.145
N -2.096 2.456 -0.615 -0.471
H -2.743 5.552 -0.645 0.237
H -1.696 5.261 0.738 0.234
H -3.212 4.349 0.578 0.243
H -0.190 5.025 -1.631 0.234
H 1.017 3.101 -2.697 0.197
C -2.271 -1.863 1.993 -0.957
As -0.434 -1.542 2.426 1.472
C 0.532 -3.168 2.099 -0.970
C -0.425 -1.305 4.334 -0.971
S 0.570 0.161 1.618 -0.498
H -2.633 -2.594 2.716 0.247
H -2.363 -2.244 0.981 0.263
H -2.825 -0.934 2.085 0.274
H -0.034 -4.018 2.481 0.252
H 1.495 -3.108 2.598 0.254
H 0.676 -3.265 1.026 0.249
H -0.932 -2.141 4.813 0.250
H -0.941 -0.379 4.571 0.261
H 0.601 -1.243 4.685 0.255
```

As for the net charge: +1. The energy relative to the best compared isomer or geometry (same formula, charge and spin) is 0.0 kcal per mole.

---

The calculation returns the following HOMO energy values, one per record and in order: -11.854; -10.534; -9.860; -9.904; -4.686; -10.562 eV.